# 1
Density functional theory data (ωB97M-V/def2-TZVPD) for a 4-piece molecular cluster, C19H27N2O11 overall.

Bonds (Å) are listed after each position.
Element x y z (Å)
1 C 0.817 -2.300 3.584  C2 1.228, H15 1.120
2 C 0.209 -1.517 2.860  C1 1.228, C3 1.573
3 C -0.169 -0.220 2.053  C2 1.573, C4 1.591, N6 1.472, C12 1.623
4 C -0.054 1.076 2.969  C3 1.591, C5 1.375, H16 1.129
5 C -1.048 2.010 3.147  C4 1.375, H17 1.121, H18 1.136
6 N 0.502 -0.084 0.751  C3 1.472, C7 1.483, H19 1.030
7 C 1.903 -0.571 0.736  N6 1.483, C8 1.618, H20 1.126, H21 1.144
8 C 2.023 -2.060 0.115  C7 1.618, C9 1.593, H22 1.144, H23 1.141
9 C 3.089 -2.979 0.860  C8 1.593, C10 1.593, H24 1.142, H25 1.139
10 C 2.695 -4.521 0.802  C9 1.593, N11 1.494, H26 1.139, H27 1.136
11 N 2.163 -4.950 2.131  C10 1.494, H28 1.022, H29 1.025
12 C -1.750 -0.370 1.720  C3 1.623, O13 1.259, O14 1.331
13 O -2.390 -1.309 2.261  C12 1.259
14 O -2.362 0.451 0.869  C12 1.331
15 H 1.286 -3.119 4.187  C1 1.120
16 H 0.912 1.224 3.535  C4 1.129
17 H -2.152 1.822 3.122  C5 1.121
18 H -0.710 3.065 3.399  C5 1.136
19 H -0.054 -0.519 0.000  N6 1.030
20 H 2.456 -0.459 1.710  C7 1.126
21 H 2.457 0.092 -0.014  C7 1.144
22 H 0.993 -2.532 0.275  C8 1.144
23 H 2.162 -2.030 -1.018  C8 1.141
24 H 4.104 -2.780 0.376  C9 1.142
25 H 3.099 -2.652 1.951  C9 1.139
26 H 1.907 -4.722 0.004  C10 1.139
27 H 3.646 -5.119 0.631  C10 1.136
28 H 2.706 -5.713 2.539  N11 1.022
29 H 1.173 -5.212 2.077  N11 1.025
30 C 1.397 3.505 -1.978  C31 1.499, O35 1.424, H36 1.082, H37 1.094
31 C 2.144 4.657 -1.378  C30 1.499, O32 1.425, H38 1.093, H39 1.090
32 O 3.168 4.014 -0.625  C31 1.425, C33 1.361
33 C 3.361 2.785 -1.175  O32 1.361, O34 1.195, O35 1.359
34 O 4.260 2.052 -0.890  C33 1.195
35 O 2.399 2.498 -2.091  C30 1.424, C33 1.359
36 H 0.980 3.743 -2.947  C30 1.082
37 H 0.599 3.138 -1.326  C30 1.094
38 H 2.609 5.295 -2.135  C31 1.093
39 H 1.515 5.272 -0.735  C31 1.090
40 C -6.543 -1.037 2.161  C41 1.498, O45 1.428, H46 1.090, H47 1.093
41 C -5.764 -2.183 2.730  C40 1.498, O42 1.427, H48 1.094, H49 1.091
42 O -6.277 -2.291 4.057  C41 1.427, C43 1.358
43 C -7.519 -1.743 4.054  O42 1.358, O44 1.197, O45 1.361
44 O -8.293 -1.819 4.964  C43 1.197
45 O -7.773 -1.099 2.883  C40 1.428, C43 1.361
46 H -6.715 -1.139 1.090  C40 1.090
47 H -6.068 -0.071 2.352  C40 1.093
48 H -5.953 -3.122 2.201  C41 1.094
49 H -4.690 -1.991 2.740  C41 1.091
50 C 0.871 1.710 -5.930  C51 1.501, O55 1.423, H56 1.090, H57 1.093
51 C 1.612 2.354 -7.065  C50 1.501, O52 1.423, H58 1.093, H59 1.090
52 O 1.729 3.708 -6.643  C51 1.423, C53 1.360
53 C 1.637 3.717 -5.286  O52 1.360, O54 1.197, O55 1.364
54 O 1.862 4.674 -4.604  C53 1.197
55 O 1.258 2.496 -4.809  C50 1.423, C53 1.364
56 H 1.152 0.667 -5.787  C50 1.090
57 H -0.214 1.772 -6.047  C50 1.093
58 H 2.614 1.939 -7.201  C51 1.093
59 H 1.070 2.287 -8.009  C51 1.090

Its total energy is -45640.6267 eV. Its LUMO energy is 0.0692 Ha. The relative energy (zero: lowest compared OMol25 entry of this formula, charge and spin) comes out at 6.116 eV. The net charge is -1. Its HOMO energy is -4.508 eV.

# 2
Density functional theory data (ωB97M-V/def2-TZVPD) for one molecule with the formula C19H27N3O2.

Bonds (Å) are listed after each position.
Element x y z (Å)
1 C -5.542 -1.735 -2.194  C2 1.529, H25 1.087, H26 1.087, H27 1.087
2 C -5.710 -1.367 -0.720  C1 1.529, N3 1.439, H28 1.092, H29 1.094
3 N -4.759 -0.368 -0.309  C2 1.439, C4 1.382, C24 1.364
4 C -4.958 0.999 -0.296  N3 1.382, C5 1.489, C6 1.369
5 C -6.283 1.579 -0.652  C4 1.489, H30 1.086, H31 1.090, H32 1.091
6 C -3.809 1.632 0.092  C4 1.369, C7 1.492, C8 1.428
7 C -3.559 3.093 0.264  C6 1.492, H33 1.087, H34 1.090, H35 1.090
8 C -2.835 0.613 0.322  C6 1.428, C9 1.391, C24 1.417
9 C -1.504 0.639 0.726  C8 1.391, C10 1.385, H36 1.080
10 C -0.824 -0.560 0.858  C9 1.385, C11 1.488, C22 1.405
11 C 0.594 -0.636 1.304  C10 1.488, O12 1.217, N13 1.362
12 O 1.051 -1.599 1.890  C11 1.217
13 N 1.348 0.462 1.019  C11 1.362, C14 1.442, H37 1.007
14 C 2.759 0.507 1.309  N13 1.442, C15 1.539, H38 1.091, H39 1.093
15 C 3.607 -0.018 0.137  C14 1.539, N16 1.451, H40 1.102, H41 1.092
16 N 5.015 0.064 0.476  C15 1.451, C17 1.452, C21 1.453
17 C 5.834 -1.056 0.048  N16 1.452, C18 1.534, H42 1.090, H43 1.095
18 C 6.178 -0.987 -1.445  C17 1.534, O19 1.413, H44 1.091, H45 1.102
19 O 6.828 0.229 -1.757  C18 1.413, C20 1.412
20 C 6.027 1.337 -1.403  O19 1.412, C21 1.536, H46 1.091, H47 1.102
21 C 5.658 1.308 0.088  N16 1.453, C20 1.536, H48 1.091, H49 1.094
22 C -1.475 -1.778 0.603  C10 1.405, C23 1.375, H50 1.079
23 C -2.787 -1.830 0.195  C22 1.375, C24 1.391, H51 1.080
24 C -3.469 -0.626 0.052  N3 1.364, C8 1.417, C23 1.391
25 H -6.261 -2.500 -2.473  C1 1.087
26 H -4.539 -2.113 -2.374  C1 1.087
27 H -5.697 -0.863 -2.825  C1 1.087
28 H -6.720 -0.992 -0.540  C2 1.092
29 H -5.563 -2.256 -0.099  C2 1.094
30 H -6.227 2.664 -0.645  C5 1.086
31 H -6.599 1.259 -1.644  C5 1.090
32 H -7.046 1.275 0.065  C5 1.091
33 H -4.419 3.682 -0.044  C7 1.087
34 H -2.699 3.402 -0.329  C7 1.090
35 H -3.345 3.319 1.309  C7 1.090
36 H -1.037 1.583 0.966  C9 1.080
37 H 0.982 1.147 0.379  N13 1.007
38 H 2.936 -0.127 2.179  C14 1.091
39 H 3.043 1.534 1.552  C14 1.093
40 H 3.349 0.545 -0.774  C15 1.102
41 H 3.333 -1.062 -0.027  C15 1.092
42 H 5.319 -1.989 0.279  C17 1.090
43 H 6.764 -1.016 0.624  C17 1.095
44 H 6.874 -1.780 -1.725  C18 1.091
45 H 5.260 -1.084 -2.047  C18 1.102
46 H 6.617 2.224 -1.640  C20 1.091
47 H 5.113 1.342 -2.020  C20 1.102
48 H 5.004 2.147 0.326  C21 1.091
49 H 6.575 1.400 0.678  C21 1.094
50 H -0.907 -2.686 0.741  C22 1.079
51 H -3.265 -2.778 -0.001  C23 1.080

Its total energy is -28707.1336 eV. Its LUMO energy is 0.0256 Ha. The relative energy (zero: lowest compared OMol25 entry of this formula, charge and spin) comes out at 1.573 eV. Its SMILES is CCn1c(C)c(C)c2cc(C(=O)NCCN3CCOCC3)ccc21. Its HOMO energy is -7.774 eV.

# 3
Density functional theory data (ωB97M-V/def2-TZVPD) for one molecule with the formula C19H27N3O3.

Bonds (Å) are listed after each position.
Element x y z (Å)
1 C -3.079 -2.001 3.085  O2 1.403, H26 1.097, H27 1.088, H28 1.097
2 O -3.192 -0.827 2.326  C1 1.403, C3 1.412
3 C -2.373 -0.845 1.176  O2 1.412, C4 1.528, H29 1.100, H30 1.098
4 C -2.591 0.468 0.428  C3 1.528, C5 1.535, N9 1.460, H31 1.099
5 C -3.964 0.502 -0.257  C4 1.535, C6 1.527, H32 1.090, H33 1.092
6 C -4.208 1.884 -0.858  C5 1.527, C7 1.527, H34 1.092, H35 1.093
7 C -3.048 2.269 -1.775  C6 1.527, C8 1.533, H36 1.092, H37 1.092
8 C -1.722 2.129 -1.019  C7 1.533, N9 1.456, H38 1.093, H39 1.095
9 N -1.494 0.798 -0.477  C4 1.460, C8 1.456, C10 1.462
10 C -1.173 -0.177 -1.517  N9 1.462, C11 1.495, H40 1.096, H41 1.100
11 C -0.480 -1.412 -1.036  C10 1.495, C12 1.404, C15 1.397
12 C -0.995 -2.712 -1.155  C11 1.404, N13 1.319, H42 1.073
13 N -0.139 -3.618 -0.725  C12 1.319, N14 1.326
14 N 0.928 -2.935 -0.335  N13 1.326, C15 1.356, H43 1.007
15 C 0.798 -1.596 -0.504  C11 1.397, N14 1.356, C16 1.453
16 C 1.852 -0.654 -0.168  C15 1.453, C17 1.390, C23 1.413
17 C 1.529 0.665 0.129  C16 1.390, C18 1.383, H44 1.079
18 C 2.492 1.612 0.424  C17 1.383, C19 1.387, H45 1.078
19 C 3.830 1.245 0.429  C18 1.387, O20 1.363, C22 1.396
20 O 4.878 2.074 0.698  C19 1.363, C21 1.407
21 C 4.603 3.422 0.992  O20 1.407, H46 1.089, H47 1.095, H48 1.095
22 C 4.178 -0.076 0.146  C19 1.396, C23 1.382, H49 1.077
23 C 3.215 -1.024 -0.144  C16 1.413, C22 1.382, O24 1.369
24 O 3.518 -2.330 -0.423  C23 1.369, C25 1.408
25 C 4.870 -2.706 -0.531  O24 1.408, H50 1.095, H51 1.089, H52 1.094
26 H -2.052 -2.147 3.442  C1 1.097
27 H -3.748 -1.889 3.936  C1 1.088
28 H -3.372 -2.883 2.501  C1 1.097
29 H -1.315 -0.933 1.467  C3 1.100
30 H -2.632 -1.709 0.550  C3 1.098
31 H -2.585 1.251 1.198  C4 1.099
32 H -4.727 0.266 0.485  C5 1.090
33 H -4.006 -0.259 -1.039  C5 1.092
34 H -5.149 1.897 -1.412  C6 1.092
35 H -4.284 2.616 -0.050  C6 1.093
36 H -3.039 1.618 -2.652  C7 1.092
37 H -3.163 3.297 -2.122  C7 1.092
38 H -0.884 2.386 -1.673  C8 1.093
39 H -1.717 2.828 -0.176  C8 1.095
40 H -0.503 0.334 -2.218  C10 1.096
41 H -2.062 -0.499 -2.081  C10 1.100
42 H -1.949 -3.012 -1.544  C12 1.073
43 H 1.749 -3.411 0.003  N14 1.007
44 H 0.486 0.942 0.138  C17 1.079
45 H 2.184 2.620 0.649  C18 1.078
46 H 5.571 3.890 1.165  C21 1.089
47 H 4.104 3.922 0.156  C21 1.095
48 H 3.988 3.520 1.893  C21 1.095
49 H 5.227 -0.320 0.168  C22 1.077
50 H 5.393 -2.604 0.425  C25 1.095
51 H 4.859 -3.755 -0.824  C25 1.089
52 H 5.390 -2.122 -1.296  C25 1.094

Its total energy is -30752.6315 eV. Its LUMO energy is 0.0270 Ha. The relative energy (zero: lowest compared OMol25 entry of this formula, charge and spin) comes out at 4.108 eV. Its SMILES is COC[C@@H]1CCCCN1Cc1cn[nH]c1-c1ccc(OC)cc1OC. Its HOMO energy is -7.732 eV.

# 4
Density functional theory data (ωB97M-V/def2-TZVPD) for one molecule with the formula C19H27N3O4.

Bonds (Å) are listed after each position.
Element x y z (Å)
1 C -1.744 -3.825 -7.269  C2 1.526, H27 1.087, H28 1.087, H29 1.087
2 C -2.433 -2.467 -7.167  C1 1.526, O3 1.412, H30 1.094, H31 1.097
3 O -1.520 -1.405 -6.981  C2 1.412, C4 1.362
4 C -0.943 -1.209 -5.762  O3 1.362, C5 1.391, C26 1.397
5 C -1.257 -1.894 -4.593  C4 1.391, C6 1.383, H32 1.079
6 C -0.609 -1.579 -3.412  C5 1.383, C7 1.390, H33 1.081
7 C 0.361 -0.586 -3.367  C6 1.390, N8 1.399, C25 1.393
8 N 0.982 -0.324 -2.141  C7 1.399, C9 1.353, H34 1.014
9 C 1.902 0.618 -1.826  N8 1.353, O10 1.211, C11 1.533
10 O 2.406 1.414 -2.586  C9 1.211
11 C 2.293 0.544 -0.345  C9 1.533, N12 1.449, H35 1.102, H36 1.094
12 N 1.170 0.140 0.477  C11 1.449, C13 1.458, C24 1.463
13 C 1.524 -0.380 1.792  N12 1.458, C14 1.529, H37 1.091, H38 1.096
14 C 1.451 0.672 2.899  C13 1.529, N15 1.450, H39 1.090, H40 1.099
15 N 0.087 1.154 2.996  C14 1.450, C16 1.346, C23 1.453
16 C -0.441 1.785 4.062  N15 1.346, O17 1.218, C18 1.542
17 O -1.579 2.220 4.057  C16 1.218
18 C 0.486 1.933 5.286  C16 1.542, C19 1.528, O22 1.425, H41 1.098
19 C -0.248 2.619 6.437  C18 1.528, C20 1.526, H42 1.087, H43 1.090
20 C -0.898 1.426 7.132  C19 1.526, C21 1.527, H44 1.087, H45 1.090
21 C 0.167 0.345 6.962  C20 1.527, O22 1.423, H46 1.093, H47 1.098
22 O 0.882 0.652 5.771  C18 1.425, C21 1.423
23 C -0.711 1.024 1.789  N15 1.453, C24 1.520, H48 1.096, H49 1.092
24 C 0.175 1.208 0.567  N12 1.463, C23 1.520, H50 1.102, H51 1.094
25 C 0.677 0.102 -4.537  C7 1.393, C26 1.377, H52 1.077
26 C 0.030 -0.209 -5.712  C4 1.397, C25 1.377, H53 1.078
27 H -1.024 -3.811 -8.083  C1 1.087
28 H -1.215 -4.063 -6.349  C1 1.087
29 H -2.483 -4.598 -7.463  C1 1.087
30 H -2.930 -2.232 -8.112  C2 1.094
31 H -3.190 -2.472 -6.373  C2 1.097
32 H -2.005 -2.670 -4.579  C5 1.079
33 H -0.864 -2.119 -2.510  C6 1.081
34 H 0.661 -0.875 -1.353  N8 1.014
35 H 2.721 1.519 -0.063  C11 1.102
36 H 3.084 -0.208 -0.266  C11 1.094
37 H 2.530 -0.800 1.756  C13 1.091
38 H 0.832 -1.193 2.036  C13 1.096
39 H 1.754 0.232 3.849  C14 1.090
40 H 2.131 1.503 2.663  C14 1.099
41 H 1.389 2.474 4.978  C18 1.098
42 H -0.976 3.335 6.066  C19 1.087
43 H 0.464 3.117 7.096  C19 1.090
44 H -1.133 1.614 8.177  C20 1.087
45 H -1.809 1.150 6.601  C20 1.090
46 H -0.253 -0.660 6.867  C21 1.093
47 H 0.878 0.353 7.800  C21 1.098
48 H -1.200 0.045 1.759  C23 1.096
49 H -1.487 1.792 1.824  C23 1.092
50 H 0.659 2.196 0.626  C24 1.102
51 H -0.438 1.195 -0.339  C24 1.094
52 H 1.425 0.876 -4.513  C25 1.077
53 H 0.264 0.319 -6.623  C26 1.078

Its total energy is -32801.6689 eV. Its LUMO energy is 0.0221 Ha. The relative energy (zero: lowest compared OMol25 entry of this formula, charge and spin) comes out at 2.268 eV. Its SMILES is CCOc1ccc(NC(=O)CN2CCN(C(=O)[C@H]3CCCO3)CC2)cc1. Its HOMO energy is -7.841 eV.

# 5
Density functional theory data (ωB97M-V/def2-TZVPD) for one molecule with the formula C19H27N3O7S.

Bonds (Å) are listed after each position.
Element x y z (Å)
1 C 2.188 -0.319 -7.018  C2 1.522, H31 1.086, H32 1.088, H33 1.087
2 C 3.253 -1.172 -6.345  C1 1.522, O3 1.427, H34 1.092, H35 1.094
3 O 2.900 -1.489 -4.998  C2 1.427, C4 1.352
4 C 2.055 -2.533 -4.843  O3 1.352, O5 1.208, N6 1.356
5 O 1.621 -3.198 -5.753  C4 1.208
6 N 1.787 -2.777 -3.536  C4 1.356, C7 1.443, C30 1.447
7 C 2.165 -1.911 -2.446  N6 1.443, C8 1.539, H36 1.088, H37 1.097
8 C 0.919 -1.214 -1.873  C7 1.539, N9 1.444, H38 1.089, H39 1.096
9 N -0.059 -2.210 -1.500  C8 1.444, C10 1.354, C29 1.451
10 C -0.404 -2.551 -0.235  N9 1.354, O11 1.217, C12 1.498
11 O -1.029 -3.564 0.021  C10 1.217
12 C -0.028 -1.594 0.853  C10 1.498, C13 1.392, C28 1.389
13 C 0.587 -2.074 2.005  C12 1.392, C14 1.379, H40 1.079
14 C 0.875 -1.220 3.048  C13 1.379, C15 1.399, H41 1.079
15 C 0.543 0.138 2.993  C14 1.399, O16 1.356, C18 1.397
16 O 0.819 0.872 4.100  C15 1.356, C17 1.422
17 C 1.578 2.067 3.967  O16 1.422, H42 1.088, H43 1.096, H44 1.088
18 C -0.131 0.599 1.860  C15 1.397, S19 1.799, C28 1.383
19 S -0.794 2.260 1.659  C18 1.799, O20 1.438, O21 1.437, N22 1.670
20 O 0.266 3.198 1.406  S19 1.438
21 O -1.830 2.178 0.666  S19 1.437
22 N -1.388 2.571 3.189  S19 1.670, C23 1.450, C27 1.452
23 C -2.571 1.802 3.524  N22 1.450, C24 1.532, H45 1.091, H46 1.095
24 C -3.842 2.485 3.007  C23 1.532, O25 1.412, H47 1.091, H48 1.099
25 O -3.917 3.821 3.457  C24 1.412, C26 1.411
26 C -2.804 4.567 3.018  O25 1.411, C27 1.531, H49 1.091, H50 1.100
27 C -1.502 3.970 3.558  N22 1.452, C26 1.531, H51 1.090, H52 1.095
28 C -0.406 -0.259 0.810  C12 1.389, C18 1.383, H53 1.079
29 C -0.439 -3.079 -2.597  N9 1.451, C30 1.531, H54 1.091, H55 1.095
30 C 0.797 -3.770 -3.177  N6 1.447, C29 1.531, H56 1.090, H57 1.095
31 H 2.521 -0.042 -8.015  C1 1.086
32 H 2.006 0.584 -6.440  C1 1.088
33 H 1.262 -0.883 -7.101  C1 1.087
34 H 4.199 -0.633 -6.265  C2 1.092
35 H 3.398 -2.103 -6.902  C2 1.094
36 H 2.883 -1.174 -2.801  C7 1.088
37 H 2.629 -2.521 -1.662  C7 1.097
38 H 1.200 -0.611 -1.011  C8 1.089
39 H 0.485 -0.563 -2.640  C8 1.096
40 H 0.838 -3.122 2.071  C13 1.079
41 H 1.357 -1.581 3.943  C14 1.079
42 H 1.377 2.650 4.863  C17 1.088
43 H 2.644 1.814 3.931  C17 1.096
44 H 1.313 2.642 3.083  C17 1.088
45 H -2.464 0.810 3.082  C23 1.091
46 H -2.606 1.710 4.614  C23 1.095
47 H -4.732 1.984 3.390  C24 1.091
48 H -3.840 2.456 1.909  C24 1.099
49 H -2.951 5.582 3.388  C26 1.091
50 H -2.765 4.574 1.918  C26 1.100
51 H -0.638 4.489 3.145  C27 1.090
52 H -1.485 4.027 4.651  C27 1.095
53 H -0.962 0.140 -0.024  C28 1.079
54 H -1.145 -3.815 -2.212  C29 1.091
55 H -0.921 -2.474 -3.372  C29 1.095
56 H 0.540 -4.333 -4.075  C30 1.090
57 H 1.227 -4.446 -2.430  C30 1.095

Its total energy is -49778.8682 eV. Its LUMO energy is 0.0169 Ha. The relative energy (zero: lowest compared OMol25 entry of this formula, charge and spin) comes out at 0.830 eV. Its SMILES is CCOC(=O)N1CCN(C(=O)c2ccc(OC)c(S(=O)(=O)N3CCOCC3)c2)CC1. Its HOMO energy is -9.008 eV.